*one*
The following is a DFT calculation (ωB97M-V/def2-TZVPD) of a cluster of 2 separate species, C3H11N4 in total.

frontier orbital gap (spin up / spin down): 8.376 / 4.966 eV
HOMO (spin up / spin down): -17.17 / -17.15 eV
E_LUMO (spin up / spin down): -0.323 / -0.448 Eh

Geometry as ORCA input:
```
! wB97M-V def2-TZVPD RIJCOSX def2/J DEFGRID3
* xyz 2 2
C -1.144 0.728 0.003
C -1.707 1.088 -1.204
N -2.409 0.209 -1.938
N -0.030 1.517 0.512
H -1.383 -0.131 0.621
H -1.582 2.091 -1.600
H -2.450 0.426 -2.937
H -2.216 -0.784 -1.801
H 0.891 0.905 0.552
H -0.254 1.838 1.464
H 0.099 2.336 -0.088
N 1.096 -1.998 1.436
C 1.864 -1.373 0.529
N 2.150 -0.104 0.601
H 0.988 -1.554 2.336
H 1.111 -3.005 1.408
H 2.065 -1.946 -0.378
H 2.915 0.061 -0.050
*
```

=====

*two*
The following is a DFT calculation (ωB97M-V/def2-TZVPD) of a structure of composition C3H11N4.

frontier orbital gap (spin up / spin down): 9.459 / 3.476 eV
HOMO (spin up / spin down): -18.65 / -18.13 eV
E_LUMO (spin up / spin down): -0.338 / -0.539 Eh

Geometry as ORCA input:
```
! wB97M-V def2-TZVPD RIJCOSX def2/J DEFGRID3
* xyz 2 2
C -1.863 -0.338 0.454
C -3.112 -0.699 0.756
N -1.115 0.813 1.042
H -1.225 -0.841 -0.306
H -3.576 -1.478 0.167
H -3.619 -0.175 1.549
H -1.577 1.710 0.865
H -1.166 0.686 2.046
H 0.035 0.860 0.651
N 1.530 -1.342 -0.613
C 1.689 0.018 -0.568
N 2.402 0.506 -1.665
N 1.367 0.853 0.353
H 0.746 -1.714 -0.086
H 1.605 -1.754 -1.529
H 3.070 -0.131 -2.048
H 2.703 1.457 -1.494
H 2.105 1.571 0.425
*
```

=====

Which is most stable, and by how much? *one*, by 0.0839 hartree.

=====

*one*
The following is a DFT calculation (ωB97M-V/def2-TZVPD) of a cluster of 2 separate species, C3H9S in total.

frontier orbital gap: 5.795 eV
HOMO: -2.36 eV
E_LUMO: 0.126 Eh

Geometry as ORCA input:
```
! wB97M-V def2-TZVPD RIJCOSX def2/J DEFGRID3
* xyz -1 1
S -1.860 -0.660 -4.396
H -1.398 0.374 -3.680
C 1.025 0.046 1.838
C 0.226 -0.568 0.648
C -0.424 0.465 -0.299
H 0.633 -0.293 2.797
H 0.987 1.136 1.802
H 2.080 -0.210 1.758
H -0.516 -1.253 1.046
H 0.915 -1.183 0.074
H -1.457 0.620 -0.015
H 0.133 1.399 -0.237
H -0.342 0.128 -1.334
*
```

=====

*two*
The following is a DFT calculation (ωB97M-V/def2-TZVPD) of a cluster of 2 separate species, C3H9S in total.

frontier orbital gap: 5.347 eV
HOMO: -1.93 eV
E_LUMO: 0.126 Eh

Geometry as ORCA input:
```
! wB97M-V def2-TZVPD RIJCOSX def2/J DEFGRID3
* xyz -1 1
C 0.195 -1.169 0.322
C -0.647 -1.885 1.377
H 0.644 -0.250 0.690
H -0.484 -0.907 -0.493
H 0.981 -1.832 -0.030
H -0.028 -2.317 2.177
H -1.287 -1.185 1.934
H -1.229 -2.701 0.960
C 0.397 2.399 -1.272
S 0.127 2.838 -3.024
H -0.190 1.548 -0.914
H 1.446 2.211 -1.069
H 0.076 3.250 -0.657
*
```

=====

Which is most stable, and by how much? *one*, by 0.0112 hartree.

=====

*one*
The following is a DFT calculation (ωB97M-V/def2-TZVPD) of a cluster of 3 separate species, C4H14NO3 in total.

frontier orbital gap: 8.068 eV
HOMO: -4.33 eV
E_LUMO: 0.137 Eh

Geometry as ORCA input:
```
! wB97M-V def2-TZVPD RIJCOSX def2/J DEFGRID3
* xyz -1 1
C 0.044 0.900 0.431
O -0.473 1.394 -0.714
C -0.007 -0.669 0.541
C 1.036 -1.250 1.507
C 0.648 -2.634 2.043
N 0.225 -1.370 -0.762
H -0.570 1.186 1.331
H 1.087 1.218 0.622
H -0.964 -1.076 0.931
H 1.131 -0.505 2.304
H 1.933 -1.290 0.864
H 1.618 -3.076 2.286
H 0.170 -2.487 3.035
H -0.086 -3.246 1.536
H 0.465 -0.670 -1.469
H -0.584 -1.812 -1.192
H 1.639 2.902 -0.435
H 0.467 2.473 -1.325
O 1.310 3.116 -1.332
H -2.017 -0.454 -1.677
H -2.008 0.909 -1.161
O -2.677 0.213 -1.458
*
```

=====

*two*
The following is a DFT calculation (ωB97M-V/def2-TZVPD) of a cluster of 3 separate species, C4H14NO3 in total.

frontier orbital gap: 7.537 eV
HOMO: -3.62 eV
E_LUMO: 0.144 Eh

Geometry as ORCA input:
```
! wB97M-V def2-TZVPD RIJCOSX def2/J DEFGRID3
* xyz -1 1
C -0.394 -0.815 2.400
C -0.317 -0.104 1.119
C -1.180 -0.927 0.062
C -1.490 -0.259 -1.307
O -1.964 0.948 -1.094
N 1.062 -0.057 0.527
H -1.343 -0.808 2.927
H 0.204 -0.479 3.224
H -0.017 -1.844 2.541
H -0.654 0.864 1.153
H -2.137 -1.217 0.509
H -0.691 -1.903 -0.150
H -2.233 -0.819 -1.987
H -0.586 -0.403 -1.989
H 1.142 0.671 -0.220
H 0.994 -0.980 0.122
H 3.278 0.344 -0.409
H 2.815 0.521 -1.985
O 3.679 0.258 -1.332
H -0.803 1.960 -0.975
H 0.373 2.733 -1.972
O 0.264 2.315 -1.166
*
```

=====

Which is most stable, and by how much? *one*, by 0.0560 hartree.

=====

*one*
The following is a DFT calculation (ωB97M-V/def2-TZVPD) of a structure of composition C4H14NO3.

frontier orbital gap: 8.257 eV
HOMO: -4.45 eV
E_LUMO: 0.140 Eh

Geometry as ORCA input:
```
! wB97M-V def2-TZVPD RIJCOSX def2/J DEFGRID3
* xyz -1 1
C 0.167 -2.365 -0.236
C 0.104 -0.829 -0.252
C -1.290 -0.581 -0.878
C -1.666 0.832 -0.991
O -1.547 1.467 0.222
N 1.188 -0.006 -0.905
H -0.361 -2.889 0.673
H 1.164 -2.788 0.145
H -0.268 -2.914 -1.024
H 0.140 -0.461 0.847
H -2.077 -1.038 -0.174
H -1.371 -1.079 -1.902
H -2.696 1.176 -1.393
H -0.987 1.418 -1.611
H 1.539 0.416 -0.059
H 0.922 0.784 -1.403
H 2.039 -0.009 2.501
H 1.781 1.212 1.783
O 2.438 0.752 2.534
H -0.403 1.763 0.546
H 0.384 2.978 0.899
O 0.801 2.162 0.675
*
```

=====

*two*
The following is a DFT calculation (ωB97M-V/def2-TZVPD) of a cluster of 3 separate species, C4H14NO3 in total.

frontier orbital gap: 8.099 eV
HOMO: -4.22 eV
E_LUMO: 0.142 Eh

Geometry as ORCA input:
```
! wB97M-V def2-TZVPD RIJCOSX def2/J DEFGRID3
* xyz -1 1
C 0.378 -2.368 0.293
N 0.356 -0.973 -0.254
C 1.146 0.071 0.401
C 1.638 1.050 -0.713
C 0.569 1.622 -1.706
O -0.306 2.536 -1.096
H 0.710 -2.348 1.395
H -0.566 -2.874 0.269
H 1.115 -2.987 -0.168
H -0.574 -0.587 -0.263
H 0.571 0.672 1.099
H 2.086 -0.320 0.939
H 2.476 0.650 -1.227
H 2.049 1.960 -0.149
H 0.097 0.712 -2.025
H 0.908 2.165 -2.607
H -2.945 1.547 0.489
H -1.005 2.033 -0.484
O -2.160 1.054 0.386
H -2.326 -0.613 1.299
H -1.851 -1.501 2.449
O -2.366 -1.501 1.671
*
```

=====

*three*
The following is a DFT calculation (ωB97M-V/def2-TZVPD) of a cluster of 4 separate species, C4H14NO3 in total.

frontier orbital gap: 3.730 eV
HOMO: -4.86 eV
E_LUMO: -0.041 Eh

Geometry as ORCA input:
```
! wB97M-V def2-TZVPD RIJCOSX def2/J DEFGRID3
* xyz -1 1
C -1.162 1.482 0.233
C -0.203 0.351 0.021
C 0.751 0.102 1.229
C 1.659 -1.105 0.956
O 1.791 -2.016 -1.506
N 0.536 0.629 -1.240
H -0.795 2.489 0.089
H -1.494 1.351 1.261
H -1.973 1.292 -0.424
H -0.790 -0.605 -0.010
H -0.069 -0.075 1.972
H 1.454 0.883 1.662
H 2.683 -0.890 0.759
H 1.269 -1.608 -0.014
H 0.833 -0.249 -1.522
H -0.154 0.916 -1.908
H -2.144 -1.302 2.843
H -2.045 1.464 -2.999
O -1.276 1.829 -2.658
H 1.558 -1.917 1.610
H 1.555 -2.274 -2.430
O -1.983 -0.747 2.075
*
```

=====

Which is most stable, and by how much? *two*, by 0.0468 hartree.

=====

*one*
The following is a DFT calculation (ωB97M-V/def2-TZVPD) of a cluster of 2 separate species, C9H18N in total.

frontier orbital gap: 6.667 eV
HOMO: -11.92 eV
E_LUMO: -0.193 Eh

Geometry as ORCA input:
```
! wB97M-V def2-TZVPD RIJCOSX def2/J DEFGRID3
* xyz 1 1
C 1.549 -1.070 -0.885
C 2.566 -0.961 -1.710
C 0.327 -0.194 -0.924
C -0.831 1.076 1.213
C 0.251 1.124 -1.449
C -1.916 2.244 1.110
C -0.979 -2.180 -1.623
C 0.696 -0.028 2.780
C -0.908 -0.979 -0.637
N -0.206 1.054 2.335
H 3.269 -1.798 -1.499
H 2.856 -0.253 -2.424
H 0.813 1.241 -2.388
H 0.827 1.916 -0.908
H -0.656 1.519 -1.666
H -2.320 2.462 2.019
H -2.653 1.860 0.328
H -1.432 3.099 0.762
H -0.807 -1.768 -2.668
H -1.801 -2.769 -1.657
H -0.105 -2.828 -1.379
H 0.812 -0.713 1.914
H 1.630 0.387 2.945
H 0.257 -0.423 3.730
H -0.576 -1.590 0.149
H -1.799 -0.332 -0.426
H -0.315 1.736 3.046
H 1.453 -1.828 -0.088
*
```

=====

*two*
The following is a DFT calculation (ωB97M-V/def2-TZVPD) of the ion C9H18N with charge +1.

frontier orbital gap: 8.737 eV
HOMO: -12.48 eV
E_LUMO: -0.138 Eh

Geometry as ORCA input:
```
! wB97M-V def2-TZVPD RIJCOSX def2/J DEFGRID3
* xyz 1 1
C 0.911 -0.093 -2.631
C 0.834 -1.064 -1.784
C 0.381 1.275 -2.226
C 0.399 0.321 0.121
C 1.690 0.980 0.574
C 0.223 -1.189 2.067
C -1.234 -1.438 0.047
C -1.706 0.428 1.507
C -0.532 -0.473 0.943
N -0.211 1.152 -0.865
H 1.087 -0.233 -3.722
H 1.099 -1.992 -1.371
H 1.286 1.896 -2.109
H -0.271 1.683 -2.884
H 2.066 0.340 1.435
H 1.602 1.966 0.915
H 2.548 1.097 -0.256
H 0.935 -1.715 1.413
H -0.347 -1.998 2.628
H 0.798 -0.632 2.799
H -0.457 -2.246 -0.142
H -2.053 -1.790 0.677
H -1.529 -0.944 -0.786
H -2.299 -0.270 2.139
H -2.284 1.099 0.785
H -1.375 1.139 2.325
H -0.509 2.104 -0.451
H -1.052 0.594 -1.150
*
```

=====

Which is most stable, and by how much? *two*, by 0.0119 hartree.